No. 1
This record from the OMol25 dataset describes one molecule with the formula C21H20BrN3O4S. The level of theory is ωB97M-V with the def2-TZVPD basis set.

The geometry in XYZ format:
```
50
Properties=species:S:1:pos:R:3:forces:R:3:mulliken_charge:R:1
C -4.235 -1.756 -1.474 0.0 0.0 0.1 -0.78
Br -0.026 -1.492 4.003 0.1 0.0 -0.2 -0.17
H 3.694 3.028 0.565 0.0 0.0 0.0 0.34
N -0.197 0.348 -2.330 -0.1 -0.2 0.2 -0.03
O -1.097 -3.699 -1.552 0.1 -0.2 0.1 -0.63
C -2.036 -1.184 -2.249 -0.4 0.1 -0.1 -0.52
H -4.895 -2.049 -0.672 -0.1 0.0 0.1 0.40
C 0.284 -1.794 -1.453 -0.1 0.6 -0.3 -0.39
C -2.892 -1.560 -1.218 0.0 0.1 -0.1 -0.23
H 0.530 -2.187 1.207 -0.1 -0.1 0.0 0.39
N 2.003 -0.265 -2.119 -0.1 -0.1 0.0 -0.28
H 0.714 5.020 3.678 -0.1 -0.1 0.0 0.23
C 1.167 0.761 2.762 0.0 0.1 -0.1 0.82
C 1.941 0.797 0.475 0.1 0.1 0.0 -0.04
C -2.544 -0.991 -3.530 0.2 0.0 0.1 -0.26
C 0.894 -1.181 1.331 0.1 0.1 0.0 -0.39
C 2.750 3.466 0.903 0.1 0.1 -0.2 -0.97
O 2.176 2.713 1.949 -0.1 -0.4 0.2 -0.41
H -5.783 -1.747 -2.953 -0.1 0.0 0.0 0.39
C -0.423 3.341 3.835 0.2 -0.3 0.1 0.43
C 1.116 0.655 -2.548 0.4 0.1 -0.2 -0.51
C -0.262 1.881 4.273 -0.4 0.1 0.0 -0.35
H 1.565 3.593 4.178 0.0 0.1 -0.1 0.26
C -0.616 -0.918 -1.979 0.4 -0.6 0.2 0.89
S 1.553 2.038 -3.327 0.1 0.4 -0.2 -0.32
H -4.273 -1.069 -4.782 0.0 0.0 -0.1 0.39
C -4.734 -1.583 -2.755 0.0 0.0 -0.1 -0.42
C -3.888 -1.203 -3.783 -0.1 0.0 -0.1 -0.70
C 1.494 -0.503 0.282 0.1 0.1 0.2 -0.29
H -2.498 -1.694 -0.223 0.1 0.0 0.1 0.50
C 1.166 -4.128 -0.979 -0.3 -0.2 0.0 -1.53
C 0.750 -0.547 2.552 0.0 0.0 0.3 -0.41
H -0.378 1.835 5.360 0.0 0.0 -0.1 0.34
C -0.001 -3.226 -1.333 0.0 -0.3 0.0 1.10
O -1.476 3.783 3.436 -0.4 0.0 -0.1 -0.64
O 1.031 1.356 3.992 0.3 -0.1 -0.2 -0.59
H 2.944 4.450 1.325 0.0 0.0 -0.1 0.25
H 2.067 3.565 0.055 0.0 0.0 0.0 0.42
H 2.405 -1.956 -1.013 -0.1 0.1 -0.1 0.64
H 1.931 -4.068 -1.751 0.1 0.0 0.0 0.39
H -0.879 0.999 -2.696 0.2 0.0 0.1 0.46
H 0.802 -5.150 -0.926 0.0 0.0 0.0 0.40
H -1.881 -0.707 -4.335 0.1 0.0 -0.1 0.48
N 0.694 4.070 4.009 0.3 0.3 0.2 -0.33
C 1.778 1.443 1.695 -0.1 -0.1 0.3 0.03
H 2.409 1.328 -0.337 0.0 0.1 -0.1 0.54
H 1.608 -3.858 -0.023 0.1 0.1 0.1 0.34
C 1.626 -1.193 -1.073 -0.3 -0.2 0.1 0.09
H -1.058 1.287 3.812 0.1 0.1 0.0 0.32
H 2.978 -0.051 -2.264 -0.1 0.1 -0.1 0.35
```
Positions in Å, forces in eV/Å.

Its electronic energy is -4249.69415 hartree. As for the multiplicity: 1. Its SMILES is COc1cc([C@@H]2NC(=S)NC(c3ccccc3)=C2C(C)=O)cc(Br)c1OCC(N)=O. Its HOMO energy is -8.58 eV. As for the relative energy (zero: lowest compared OMol25 entry of this formula, charge and spin): 0.974 eV. For the HOMO-LUMO gap, the calculation gives 0.307 Eh.



No. 2
This record from the OMol25 dataset describes one molecule with the formula C3H9N3 in a non-equilibrium geometry. The level of theory is ωB97M-V with the def2-TZVPD basis set.

The geometry in XYZ format:
```
15
Properties=species:S:1:pos:R:3:forces:R:3:mulliken_charge:R:1
H 0.087 2.956 -1.299 0.2 1.2 -0.4 0.32
H -1.152 2.167 -0.412 -5.1 0.2 0.7 0.37
H -1.259 -1.547 1.297 0.2 -0.3 1.3 0.32
C -0.185 2.253 -0.565 4.0 -2.0 -0.3 -0.76
N -0.309 0.119 0.749 -0.8 0.4 2.8 -0.84
N 0.122 -0.011 -0.413 -0.4 -0.7 -0.2 1.38
H -0.386 -0.529 2.568 -0.2 0.2 2.7 0.36
H 0.888 -1.866 -0.112 0.5 0.0 -1.2 0.17
H 0.220 2.350 0.436 0.6 0.5 0.1 0.27
H 0.483 -1.618 1.406 0.9 -0.9 1.2 0.26
C -0.356 -1.028 1.675 -1.1 0.4 -4.9 -0.88
N 0.220 0.984 -1.150 1.0 1.4 -2.8 -0.97
C 0.550 -1.285 -0.988 -0.1 -0.3 3.3 -0.69
H -0.152 -1.860 -1.484 -2.3 -0.7 -0.6 0.34
H 1.230 -1.086 -1.708 2.7 0.7 -1.8 0.37
```
Positions in Å, forces in eV/Å.

Its electronic energy is -283.81827 hartree. As for the multiplicity: 1. Its HOMO energy is -7.90 eV. As for the relative energy (zero: lowest compared OMol25 entry of this formula, charge and spin): 4.485 eV. For the HOMO-LUMO gap, the calculation gives 0.327 Eh.



No. 3
This record from the OMol25 dataset describes C32H34N7O8SSiZn as an isolated structure in a non-equilibrium geometry. The level of theory is ωB97M-V with the def2-TZVPD basis set.

The geometry in XYZ format:
```
84
Properties=species:S:1:pos:R:3:forces:R:3:mulliken_charge:R:1
C 4.443 -2.258 -2.372 -0.7 0.9 -1.4 -0.25
C -4.181 -4.251 0.133 0.0 -0.3 -0.1 -0.54
O 2.466 -3.512 -1.268 -1.0 2.1 -0.2 -0.64
N -0.741 0.811 -2.177 0.8 0.9 -0.1 0.29
N 3.372 1.403 -4.358 -1.8 1.6 -0.3 0.87
H -2.414 -2.441 5.148 0.3 0.2 0.4 0.44
H -1.299 2.406 -5.637 0.0 0.3 -1.1 0.50
C -1.859 -4.906 0.229 -0.3 -0.9 -0.7 -0.62
H 4.810 -3.174 -1.867 -0.8 0.8 -0.4 0.51
H -4.873 -0.925 2.466 -0.3 0.4 -0.2 0.32
C -1.382 0.587 -4.468 1.1 0.9 -0.1 -0.77
H -0.173 0.178 3.468 -0.5 0.6 0.4 0.16
O 1.106 -1.737 -1.250 2.4 -2.1 -0.4 -0.55
H -0.787 -0.359 5.058 0.0 0.5 0.5 0.57
N 2.318 3.291 2.597 0.6 -0.6 0.2 -0.22
C 3.665 0.198 -3.606 2.5 0.2 -2.6 -0.91
Si -1.923 -0.970 1.566 0.2 -0.7 -0.7 -2.29
C -0.790 2.757 -3.621 0.5 0.1 0.9 -0.54
O 2.325 0.539 -1.715 0.2 -0.6 -1.7 -0.70
C -1.112 1.955 -4.703 -0.8 -1.0 1.8 -0.67
C -3.213 -5.239 -0.069 0.6 0.2 0.4 -0.59
C -1.497 -1.455 3.423 -0.9 0.4 -1.3 2.20
H -3.502 -1.303 4.360 0.3 0.0 -0.1 0.29
H -6.774 0.592 1.878 -0.7 0.0 0.4 0.41
H 5.673 3.376 3.583 -0.3 0.1 0.1 0.36
C 3.235 -1.589 -2.170 0.5 -1.2 0.9 -0.44
H -0.695 3.856 -3.731 0.1 -0.9 0.1 0.36
C 1.908 2.450 1.607 -0.1 -1.1 -0.5 0.25
H -2.272 1.545 0.052 -0.6 -0.3 0.4 0.05
C -0.335 -2.447 3.471 -1.1 -0.5 0.8 -1.68
H -4.630 -2.286 0.754 0.4 0.1 0.0 0.27
C -3.436 0.210 1.324 -0.4 -0.1 0.7 0.70
H -3.116 -2.877 3.658 -0.1 0.0 -0.2 0.40
H -1.949 0.559 3.980 0.9 0.0 0.2 0.31
H 0.492 -2.072 2.900 0.7 0.0 -0.2 0.13
O -0.663 -0.348 0.796 -0.5 -0.5 0.4 1.89
C 2.968 -0.219 -2.491 -1.3 0.8 2.7 1.17
H -1.084 -5.678 0.100 -0.4 0.3 0.0 0.32
H -0.118 -2.542 4.545 0.6 0.1 -0.1 0.65
C -2.685 -2.017 4.181 -0.6 -0.5 -0.2 -1.83
S 2.398 0.794 1.501 0.7 0.0 0.8 -0.60
H -1.360 -0.988 -2.948 0.3 0.6 -0.3 0.43
H -4.167 2.963 -0.518 -0.1 -0.1 0.7 0.37
H 0.609 4.824 -1.948 -0.3 0.1 -0.1 0.33
N 6.481 -2.312 -3.524 2.4 1.4 -1.7 0.96
C -0.045 2.909 -1.207 1.0 -0.7 0.7 0.50
H 3.372 1.888 3.735 -0.2 0.9 0.3 0.22
H -5.251 -4.407 -0.020 0.3 -0.4 -0.2 0.36
O 2.216 1.925 -4.230 3.3 -1.4 -0.5 -0.48
Zn 0.852 0.225 -0.267 -0.7 -0.1 0.6 0.84
C -5.561 1.947 0.772 -0.8 0.8 0.3 -0.60
N 2.239 -2.307 -1.508 -2.2 -1.1 1.6 0.84
O 7.374 -1.629 -4.113 -1.7 -1.7 1.1 -0.61
C -3.812 -2.983 0.587 -0.4 -0.9 -0.3 -0.12
C -3.259 1.344 0.509 1.2 -1.1 0.2 -0.18
C -0.528 2.135 -2.362 -0.8 -0.5 -0.8 0.92
H -3.459 -6.261 -0.433 0.1 0.9 0.4 0.32
O 4.261 1.810 -5.120 -1.6 0.0 0.9 -0.64
C -2.486 -2.676 0.800 0.8 1.9 0.8 0.73
H 5.413 -0.032 -4.794 0.3 0.1 -0.4 0.62
C 5.197 -1.681 -3.402 -0.2 -0.1 1.4 -0.21
H -6.369 2.696 0.676 0.5 -0.6 -0.4 0.29
C -0.089 4.395 -1.227 0.3 0.0 1.5 -1.88
H -0.604 -3.483 3.183 0.0 0.6 -0.3 0.23
C -1.147 0.068 -3.199 -0.5 -0.3 0.1 -0.58
H -0.460 -3.388 0.693 1.2 0.4 0.3 0.74
H 4.917 3.921 2.042 -0.2 0.0 0.5 0.28
H 3.361 3.656 4.373 -0.2 -1.0 -0.6 0.38
H 0.239 4.656 -0.206 0.1 0.3 -0.6 0.48
C -5.788 0.829 1.554 0.3 -0.2 -0.1 -0.81
N 1.102 2.995 0.739 -0.6 1.6 0.1 -1.68
C -4.749 -0.031 1.846 1.9 -0.2 -0.4 -0.44
N 0.566 2.260 -0.239 -0.6 0.8 -1.4 1.56
H -1.619 -0.056 -5.292 -0.3 -0.3 -0.2 0.44
O 6.658 -3.428 -3.048 0.1 1.0 -0.5 -0.61
H 1.936 4.231 2.531 0.3 -0.4 0.0 0.27
C 4.813 -0.474 -4.035 -0.5 -0.9 1.2 -0.49
C -1.479 -3.627 0.607 -2.1 -0.9 -0.5 -0.68
C 4.882 3.180 2.856 -0.9 -1.0 -0.7 -0.94
H -1.099 4.774 -1.276 -0.3 0.2 -0.7 0.36
H 5.105 2.212 2.373 0.2 0.4 0.1 0.22
C 3.440 2.969 3.487 0.7 1.0 0.0 -0.48
C -1.074 -0.127 4.034 0.2 -0.5 -0.4 -1.57
C -4.306 2.177 0.244 -0.5 1.1 -1.3 -0.27
```
Positions in Å, forces in eV/Å.

Its electronic energy is -4691.91422 hartree. Its total charge is -1. As for the multiplicity: 1. Its HOMO energy is -5.17 eV. For the HOMO-LUMO gap, the calculation gives 0.212 Eh.



No. 4
This record from the OMol25 dataset describes a 2-piece molecular cluster, C17H16O2S overall in a non-equilibrium geometry. The level of theory is ωB97M-V with the def2-TZVPD basis set.

The geometry in XYZ format:
```
36
Properties=species:S:1:pos:R:3:forces:R:3:mulliken_charge:R:1
C 0.218 -2.673 2.286 -0.2 0.3 0.0 -0.49
C -1.369 -3.129 0.530 0.0 0.2 0.0 -0.48
C -0.069 4.782 1.154 -0.1 -0.2 0.1 -0.33
H 1.000 -2.996 2.965 0.0 -0.1 -0.1 0.35
C -0.318 -3.558 1.347 -0.2 0.3 0.1 -0.41
H -0.248 0.199 -2.048 0.2 0.1 -0.1 0.30
C -1.822 -1.798 0.597 0.4 -0.2 0.1 -0.45
H 0.111 6.513 2.430 -0.3 -0.3 -0.2 0.37
O -0.066 1.332 1.843 0.8 0.6 0.7 -0.65
C -1.109 2.157 -1.485 -0.1 -0.8 -1.2 -0.81
H -2.629 -1.452 -0.057 0.2 -0.1 0.2 0.35
C -0.029 1.264 -2.212 -0.4 0.7 0.4 -0.66
H 0.942 4.437 1.355 -0.2 0.2 0.0 0.26
C -0.361 2.869 -0.405 -0.3 0.1 -0.7 0.15
H 1.760 2.865 0.220 -0.1 -0.1 -0.2 0.39
C -1.199 -0.906 1.475 -0.3 0.2 -0.2 0.15
H -1.916 1.535 -1.065 0.4 0.5 -0.3 0.32
H -1.573 2.846 -2.208 0.3 0.1 0.2 0.48
C 1.254 1.659 -1.529 -1.0 0.4 0.7 -0.49
C -1.865 6.353 1.556 0.0 -0.6 0.1 -0.29
H 0.243 -0.641 3.038 -0.1 -0.1 -0.2 0.37
H 0.086 -4.568 1.266 -0.2 0.2 0.0 0.36
C -2.709 5.592 0.730 0.3 0.0 -0.1 -0.83
H 2.232 1.278 -1.828 -0.3 0.2 0.2 0.43
H -1.815 -3.835 -0.171 0.0 0.2 0.1 0.35
C -0.217 -1.345 2.347 0.2 -0.7 0.0 -0.45
H -2.904 3.836 -0.497 0.2 0.2 0.2 0.34
H -3.741 5.911 0.558 0.4 -0.2 0.1 0.36
C -0.888 4.002 0.300 -0.5 0.8 0.6 1.49
C -0.546 5.930 1.779 -0.1 0.0 -0.3 -0.80
S -1.406 0.952 1.345 -0.3 -0.8 -0.2 0.94
C 1.013 2.502 -0.476 0.6 -0.5 -0.4 -0.52
C -2.229 4.439 0.113 0.2 -0.2 0.1 -0.10
O -2.533 1.362 2.204 -0.1 -0.1 0.2 -0.73
H -2.264 7.213 2.100 0.2 -0.2 -0.4 0.37
H -0.004 1.459 -3.299 0.0 -0.2 0.4 0.36
```
Positions in Å, forces in eV/Å.

Its electronic energy is -1205.94211 hartree. As for the multiplicity: 1. Its HOMO energy is -6.82 eV. As for the relative energy (zero: lowest compared OMol25 entry of this formula, charge and spin): 2.859 eV. For the HOMO-LUMO gap, the calculation gives 0.169 Eh.



No. 5
This record from the OMol25 dataset describes C10H14OS as an isolated structure in a non-equilibrium geometry. The level of theory is ωB97M-V with the def2-TZVPD basis set.

The geometry in XYZ format:
```
26
Properties=species:S:1:pos:R:3:forces:R:3:mulliken_charge:R:1
H 1.015 2.629 -0.023 0.7 2.7 -1.9 0.41
C 0.865 -2.199 -0.171 -1.1 2.9 0.6 -0.62
C 1.243 0.448 -1.175 -1.7 1.0 -1.0 -1.74
O -0.232 -2.858 0.380 1.3 -0.4 0.3 -0.53
C 0.299 -0.324 -0.333 3.1 -3.8 0.7 1.54
H 0.785 1.117 -1.877 -0.2 0.7 -0.1 0.23
H -1.667 0.723 -2.069 -0.3 0.2 -0.4 0.41
H -0.373 2.203 0.961 0.9 -0.5 -0.5 0.28
H -0.851 -2.636 -0.303 -1.4 -0.4 -0.2 0.39
H 1.021 -2.627 -1.145 0.5 0.5 -0.8 0.31
H 1.773 -2.262 0.445 -0.6 0.1 0.0 0.38
C 2.519 0.298 0.900 0.9 1.4 1.5 -1.92
S -1.882 -0.871 1.153 -1.3 1.5 -0.4 0.02
H -4.142 0.908 -1.045 -0.3 -0.2 -0.3 0.38
C 1.223 0.694 0.277 0.3 0.8 0.6 1.62
C -3.334 0.352 -0.608 -0.5 -0.3 0.4 -0.42
C -1.119 -0.126 -0.221 -0.7 -1.8 -0.7 -0.41
H 3.327 1.135 0.916 -1.5 -1.4 -0.3 0.35
C -2.036 0.295 -1.157 1.1 0.8 1.4 -0.66
C 0.725 2.060 0.763 -1.9 -2.0 1.8 -1.60
H 2.896 -0.583 0.477 0.9 -1.0 -1.1 0.47
C -3.433 -0.281 0.603 0.3 -0.3 0.4 -0.49
H 2.129 0.058 -1.573 1.0 -1.1 -0.4 0.36
H 2.378 -0.018 1.921 -0.1 0.3 0.8 0.42
H -4.316 -0.491 1.214 0.4 0.3 -0.4 0.41
H 1.187 2.358 1.690 0.5 0.1 0.2 0.41
```
Positions in Å, forces in eV/Å.

Its electronic energy is -862.73536 hartree. As for the multiplicity: 1. Its HOMO energy is -8.23 eV. As for the relative energy (zero: lowest compared OMol25 entry of this formula, charge and spin): 3.845 eV. For the HOMO-LUMO gap, the calculation gives 0.332 Eh.



No. 6
This record from the OMol25 dataset describes C19H24IrN4STe as an isolated structure in a non-equilibrium geometry. The level of theory is ωB97M-V with the def2-TZVPD basis set.

The geometry in XYZ format:
```
50
Properties=species:S:1:pos:R:3:forces:R:3:mulliken_charge:R:1
C 0.828 2.143 -2.575 0.0 0.2 -0.1 0.44
H -0.997 -3.502 3.080 -0.1 0.1 0.0 0.36
N 1.484 3.288 -2.746 0.0 0.1 -0.1 -0.17
H 0.317 4.668 -1.721 0.0 0.0 0.0 0.27
H -1.066 3.046 2.441 0.0 0.0 0.1 0.39
C -1.267 0.012 6.536 -0.1 0.0 -0.1 -1.43
C -0.791 1.096 4.322 0.0 0.1 0.0 -0.70
C 1.278 -1.248 -2.740 0.1 -0.3 0.0 0.75
C -0.738 -2.723 2.363 0.0 0.0 0.1 -1.40
C -0.194 -4.663 -2.172 0.1 -0.1 0.0 -0.50
H -0.130 2.251 1.184 0.0 0.0 0.0 0.11
H -0.404 0.456 7.034 0.0 0.0 0.0 0.34
C 0.130 5.070 -3.833 0.0 0.0 0.0 -0.95
C -1.029 -0.059 5.052 0.0 0.0 0.1 0.61
H -0.231 6.089 -3.695 0.0 0.0 0.0 0.37
H 1.757 -3.960 -2.747 0.0 0.0 0.0 0.43
H -0.733 4.419 -3.981 0.0 0.0 0.0 0.29
C -1.026 -1.278 4.382 0.0 -0.1 -0.1 -0.95
H 0.087 -5.708 -2.165 0.0 0.0 0.0 0.46
Te 0.646 -0.361 0.516 0.9 -0.3 0.4 0.13
H 3.188 -0.519 -3.284 0.0 0.0 0.0 0.37
N 0.741 -0.077 -2.614 -0.4 0.3 1.4 0.12
C -1.794 -2.934 -1.861 0.1 0.0 -0.1 -0.29
H 0.741 5.042 -4.736 0.0 0.0 0.0 0.30
H 2.404 3.188 -3.150 0.0 0.0 0.0 0.27
N 1.478 1.038 -2.849 -0.2 -0.3 -0.1 -1.10
S -0.834 2.207 -1.993 -0.1 0.4 0.7 -0.31
H 0.675 2.866 2.627 0.0 0.0 0.0 0.32
H -1.283 -2.181 4.925 0.1 0.0 0.0 0.26
H 0.216 -2.990 1.912 0.0 0.0 0.0 0.35
C -0.226 2.372 2.260 -0.1 0.0 0.1 -1.28
C -0.690 -1.375 3.038 -0.1 0.1 0.1 0.75
H 3.216 -2.012 -2.331 -0.1 0.0 0.0 0.37
C 0.747 -3.690 -2.475 0.1 -0.2 -0.2 -0.48
H 1.782 5.305 -2.465 0.0 0.0 0.1 0.38
C 0.375 -2.363 -2.430 0.3 0.0 -0.1 0.67
H -0.850 2.058 4.821 0.0 0.0 0.0 0.44
C 2.697 -1.472 -3.127 -0.1 0.2 -0.3 -1.51
H -2.796 -2.578 -1.660 0.0 0.0 0.2 0.45
N -0.868 -1.998 -2.085 -0.5 -0.5 1.4 -0.22
C -0.456 1.063 2.973 0.0 0.0 0.0 0.80
H -2.131 0.636 6.769 0.0 0.0 0.0 0.35
C 0.935 4.638 -2.617 -0.1 -0.1 0.0 -0.61
H 2.767 -2.064 -4.041 0.0 0.0 0.0 0.38
H -1.490 -2.728 1.571 0.0 0.0 0.0 0.22
Ir -0.923 0.001 -1.452 0.3 0.5 -3.1 1.00
C -0.348 -0.194 2.357 -0.3 0.0 -0.3 -0.10
H -1.430 -0.977 6.962 0.0 0.0 0.0 0.35
C -1.495 -4.285 -1.888 -0.1 0.1 -0.2 -0.57
H -2.268 -5.013 -1.689 0.0 0.0 0.0 0.44
```
Positions in Å, forces in eV/Å.

Its electronic energy is -1727.72829 hartree. Its total charge is +1. As for the multiplicity: 1. Its HOMO energy (alpha / beta) is -10.13 / -10.13 eV. For the HOMO-LUMO gap (alpha / beta), the calculation gives 0.198 / 0.199 Eh.



Question: multiplicity of number 4 (C17H16O2S)?
Answer: 1